A 2-piece molecular cluster, C6H15N overall, computed with ωB97M-V with the def2-TZVPD basis set.

Each line ends with the Mulliken charge.
CARTESIAN COORDINATES (ANGSTROEM)
C  -1.159  2.204  0.207  -0.780
C  -0.307  1.097  -0.611  -0.347
C  0.649  0.384  0.307  -0.773
C  -0.114  0.460  1.592  -0.234
C  -0.381  1.986  1.558  -0.514
H  -1.387  3.302  -0.154  0.289
H  -2.132  1.675  0.328  0.257
H  0.171  1.462  -1.662  0.199
H  -1.178  0.438  -0.948  0.305
H  1.559  0.933  0.543  0.349
H  0.897  -0.627  -0.075  0.201
H  0.429  0.345  2.564  0.309
H  -1.151  -0.156  1.439  0.203
H  0.616  2.774  1.241  0.168
H  -0.603  2.355  2.639  0.341
C  0.650  -3.327  -1.037  -0.687
N  0.597  -2.089  -1.728  -0.493
H  1.014  -3.119  0.064  0.223
H  -0.142  -4.009  -1.023  0.289
H  1.637  -3.909  -1.311  0.261
H  0.059  -2.337  -2.540  0.277
H  0.014  -1.321  -1.103  0.158

The value obtained for the orbital gap is 0.3838 Ha. The SMILES is C1CCCC1.CN. The net charge is 0. The value obtained for the max |F| is 0.1286 Eh/bohr. The value obtained for the calculated total energy is -7951.7025 eV. The LUMO energy comes out at 1.0 eV.

---

One molecule with the formula C6H15N, computed with ωB97M-V with the def2-TZVPD basis set.

Each line ends with the Mulliken charge.
CARTESIAN COORDINATES (ANGSTROEM)
C  0.242  -2.657  0.745  -1.398
C  -0.137  -1.246  1.086  -0.283
C  -0.076  -0.388  -0.219  0.326
C  -1.426  -0.370  -0.911  -1.584
C  0.573  0.979  0.038  0.140
C  -0.392  2.146  0.396  -1.471
N  1.390  1.470  -1.071  -0.697
H  -0.001  -3.421  1.471  0.400
H  1.307  -2.800  0.552  0.345
H  -0.308  -2.980  -0.158  0.297
H  0.578  -0.884  1.821  0.338
H  -1.168  -1.263  1.447  0.288
H  0.651  -0.920  -0.846  0.189
H  -1.459  0.308  -1.752  0.381
H  -1.816  -1.279  -1.392  0.371
H  -2.197  -0.061  -0.214  0.354
H  1.196  0.779  0.962  0.384
H  -0.855  2.675  -0.420  0.332
H  -1.217  1.907  1.084  0.339
H  0.269  2.923  0.845  0.396
H  0.750  1.909  -1.718  0.277
H  2.109  2.121  -0.775  0.277

The value obtained for the orbital gap is 0.3733 Ha. The SMILES is CC[C@@H](C)[C@H](C)N. The net charge is 0. The value obtained for the max |F| is 0.0314 Eh/bohr. The value obtained for the calculated total energy is -7954.9756 eV. The LUMO energy comes out at 1.1 eV.

---

One molecule with the formula C6H15N2, computed with ωB97M-V with the def2-TZVPD basis set.

Each line ends with the Mulliken charge.
CARTESIAN COORDINATES (ANGSTROEM)
C  2.003  -0.523  -0.016  -0.321
N  0.878  -0.113  -0.901  -0.245
C  0.041  0.998  -0.350  -0.516
C  -1.416  0.553  -0.234  -0.458
C  -2.364  1.724  -0.274  -0.196
C  -2.266  2.924  0.280  -0.837
C  1.828  -1.959  0.635  -1.243
N  0.460  -2.512  0.413  -1.728
H  2.936  -0.600  -0.601  0.493
H  2.093  0.193  0.800  0.199
H  1.259  -0.120  -1.833  0.228
H  0.471  1.346  0.579  0.220
H  0.065  1.787  -1.116  0.272
H  -1.633  -0.185  -1.017  0.291
H  -1.645  0.023  0.697  0.179
H  -3.274  1.661  -0.877  0.273
H  -3.071  3.653  0.226  0.261
H  -1.404  3.305  0.828  0.242
H  2.099  -1.838  1.682  0.380
H  2.548  -2.578  0.099  0.377
H  0.393  -3.520  0.687  1.167
H  0.286  -2.271  -0.588  0.661
H  -0.287  -1.948  0.881  0.299

The value obtained for the orbital gap (alpha / beta) is 0.1575 / 0.3701 Ha. Its spin multiplicity is 2. The net charge is 0. The value obtained for the max |F| is 0.0481 Eh/bohr. As for the expectation value of S²: 0.751. The value obtained for the calculated total energy is -9440.7011 eV. The LUMO energy (alpha / beta) comes out at 1.0 / 0.7 eV.